Entry 1:
52
Properties=species:S:1:pos:R:3:forces:R:3 method="wB97M-V/def2-TZVPD" spin_multiplicity=5 e_lumo_ev="-4.12 / -6.17" s2=6.0599 energy_ha=-3582.36960 homo_ev="-11.597 / -11.422" charge=+1
Co 1.437510 -0.397209 0.094420 -0.1 0.2 -0.3
C -0.683661 3.239419 3.807904 0.0 -0.1 0.1
S -1.039723 1.484706 3.936923 0.0 -0.1 -0.2
C -0.044193 0.788729 2.699799 0.4 0.9 -0.2
S 1.218428 1.574263 1.918956 -0.5 -0.5 0.1
N -0.417911 -0.510943 2.527406 0.0 -0.6 0.3
N 0.109258 -1.134862 1.494750 -0.3 0.5 0.4
C -0.077575 -2.417298 1.446173 0.0 -0.4 -0.2
C 0.266663 -3.096957 0.206555 0.0 0.0 0.1
C 0.069257 -4.459717 0.070987 0.0 -0.1 0.1
C 0.328458 -5.053218 -1.158819 0.0 -0.1 0.1
C 0.749413 -4.257399 -2.201969 0.0 0.0 0.0
C 0.939303 -2.892668 -1.976432 0.1 0.0 -0.1
N 0.726475 -2.325035 -0.804746 -0.2 0.1 0.3
H -1.047691 3.678415 4.734970 0.0 0.0 0.0
H -1.224965 3.663838 2.963789 0.1 0.0 0.0
H 0.383520 3.415206 3.715270 0.0 0.0 0.0
H -0.497353 -2.948469 2.296155 -0.1 0.0 -0.1
H -0.282422 -5.039097 0.914919 0.0 0.0 0.0
H 0.199306 -6.118454 -1.293705 0.0 0.0 0.0
H 0.943382 -4.675922 -3.179670 0.0 0.0 0.0
H 1.282218 -2.241172 -2.771433 0.0 0.0 0.0
O -6.172625 -0.162102 0.855611 0.1 -0.1 -0.1
C -5.598911 0.947632 0.347860 0.0 -0.1 0.0
O -6.233794 1.946450 0.189728 0.0 0.0 0.0
C -4.133537 0.869337 0.015454 0.0 0.0 0.0
C -3.405428 2.051268 0.071142 0.0 0.0 0.0
C -2.053950 2.052222 -0.224538 0.1 0.1 0.1
C -1.422359 0.871698 -0.608341 0.1 -0.1 0.0
C -2.148310 -0.306825 -0.678038 0.0 -0.2 -0.1
C -3.499845 -0.305452 -0.370353 0.0 -0.1 -0.1
N -0.018183 0.839720 -0.857298 -0.6 0.1 0.0
C 0.504380 1.801522 -1.493314 0.2 0.3 -0.4
C 1.971642 1.871922 -1.614331 -0.3 -0.1 -0.1
C 2.613962 2.982946 -2.111226 0.0 0.2 -0.1
C 4.001511 2.956715 -2.212877 -0.1 0.0 0.0
C 4.670734 1.811664 -1.832673 0.0 0.0 0.0
C 3.944025 0.750427 -1.301908 0.2 -0.1 0.1
N 2.625455 0.785441 -1.179483 0.0 0.2 -0.2
H -5.524497 -0.865404 0.990082 0.0 0.1 0.0
H -3.915012 2.962900 0.354815 0.0 0.0 0.0
H -1.474300 2.962273 -0.119519 0.0 0.0 0.0
H -1.660223 -1.215219 -1.011226 0.0 0.0 0.1
H -4.058864 -1.227924 -0.480616 0.0 0.0 0.0
H -0.110417 2.561965 -1.975099 0.1 0.1 0.1
H 2.039020 3.855342 -2.394892 0.0 0.0 -0.1
H 4.544680 3.817020 -2.579967 0.0 0.0 0.0
H 5.745026 1.735440 -1.921956 0.0 0.0 0.0
H 4.430880 -0.148493 -0.946240 0.0 0.0 0.1
O 4.426660 -2.997645 1.573565 -0.1 0.1 0.0
C 3.665717 -2.163316 1.218913 0.2 -0.2 0.1
N 2.908864 -1.317680 0.854521 0.7 -0.4 0.3


Entry 2:
12
Properties=species:S:1:pos:R:3:forces:R:3 method="wB97M-V/def2-TZVPD" e_lumo_ev=-0.36 energy_ha=-629.29381 homo_ev=-8.751 e_above_lowest_kcal_mol=96.2 smiles="CC(=S)[C@H]1CO1"
C 1.203266 -0.301782 -0.587670 3.8 -2.3 1.8
C -0.167781 -0.056187 -0.972102 -1.2 0.5 -2.7
S -0.880325 -0.379657 -2.399997 0.5 -0.4 -0.3
C -0.995829 0.578808 -0.014140 0.8 2.5 3.2
C -0.614982 -0.011565 1.340352 -0.2 0.0 -1.7
O -0.025051 1.294944 0.932006 -2.4 -2.5 1.0
H 1.848941 -0.462667 -1.488415 -0.7 -0.3 0.9
H 1.156023 -1.396908 0.132625 0.8 3.1 -2.6
H 1.763577 0.511659 0.089223 -1.7 -1.9 -1.6
H -1.877927 1.267997 -0.250953 1.2 -1.7 0.4
H -1.457076 -0.040540 2.046000 0.9 0.3 0.2
H 0.047164 -1.004102 1.173071 -1.8 2.8 1.4


Entry 3:
109
Properties=species:S:1:pos:R:3:forces:R:3 method="wB97M-V/def2-TZVPD" e_lumo_ev=-4.24 energy_ha=-5423.10937 homo_ev=-8.654 charge=+1 e_above_lowest_kcal_mol=37.6
Pt 0.965514 -1.466581 -0.111382 -0.3 0.2 0.1
C -2.293489 2.359672 -2.880969 0.1 -0.1 0.0
C -0.815448 2.726391 -3.062934 0.0 -0.3 0.0
C 0.155593 1.527462 -2.858228 -0.5 0.3 0.0
Sb 0.553586 1.173864 -0.774938 1.3 -0.7 -0.5
C 1.327530 3.098838 -0.423512 -0.6 0.3 0.4
C 1.106952 3.691673 0.824014 0.2 0.0 -0.3
C 1.589347 4.967793 1.076998 0.0 0.1 -0.1
C 2.270747 5.657757 0.081189 0.0 -0.1 0.0
C 2.457838 5.081201 -1.173436 0.0 0.0 0.0
C 1.982576 3.805333 -1.432588 -0.1 0.1 0.1
C 3.707508 0.623128 -0.716652 -0.4 -0.4 0.0
C 3.264860 0.016554 -1.911697 0.1 0.5 0.1
C 3.568052 0.556081 -3.175355 0.0 0.0 0.2
C 4.329356 1.702229 -3.272483 -0.1 0.0 0.0
C 4.788294 2.310017 -2.098645 0.0 0.0 0.2
C 4.481549 1.784624 -0.856307 0.1 0.1 -0.2
Sb -2.561542 1.262993 -1.057348 0.0 0.6 0.1
C -4.676229 1.050298 -0.975168 0.0 -0.4 0.2
C -5.380192 0.575419 -2.083036 0.0 0.1 0.1
C -6.731212 0.267042 -1.963935 0.0 0.0 0.0
C -7.370950 0.401969 -0.736742 0.0 0.0 0.0
C -6.668315 0.866273 0.370404 0.0 0.0 -0.1
C -5.318173 1.184398 0.257639 -0.1 0.0 -0.2
C -2.304658 2.832008 0.365018 0.1 0.1 0.1
C -2.413918 4.190948 0.055123 0.0 -0.2 0.1
C -2.170707 5.148748 1.029582 0.0 0.0 0.0
C -1.832655 4.761342 2.323656 0.0 -0.1 0.0
C -1.728035 3.414264 2.647209 -0.1 0.1 -0.1
C -1.945289 2.452408 1.666434 -0.2 0.2 -0.2
H -2.626180 1.702954 -3.688444 0.0 0.0 0.0
H -2.943724 3.233584 -2.878389 0.0 0.0 0.0
H -0.554553 3.539790 -2.381847 0.0 0.0 0.0
H -0.670599 3.120256 -4.071079 0.0 0.0 0.0
H 1.116078 1.708338 -3.336965 0.0 0.0 0.1
H -0.258967 0.606661 -3.276194 0.0 0.0 0.0
H 0.569459 3.161242 1.597775 0.1 0.0 -0.1
H 1.433932 5.416938 2.053185 0.0 0.0 -0.1
H 2.653970 6.652303 0.278888 0.0 0.0 0.0
H 2.973101 5.629275 -1.955022 0.0 0.0 0.1
H 2.133368 3.369890 -2.410005 0.1 0.0 0.0
H 2.769966 -0.936756 -1.868129 -0.1 -0.2 0.1
H 3.243389 0.040202 -4.075325 0.0 0.0 0.1
H 4.586879 2.113576 -4.244403 0.0 0.0 0.1
H 5.400940 3.204700 -2.160654 0.0 -0.1 0.0
H 4.895967 2.261434 0.018887 0.0 0.0 0.0
H -4.888931 0.467636 -3.045574 0.0 0.0 0.0
H -7.282024 -0.085738 -2.828736 0.0 0.0 0.1
H -8.420618 0.147050 -0.643647 0.1 0.0 0.0
H -7.170749 0.981514 1.324306 0.0 0.0 -0.1
H -4.776034 1.558352 1.121007 0.0 0.0 0.0
H -2.690430 4.507958 -0.943923 0.0 0.0 0.0
H -2.246928 6.200500 0.780629 0.0 0.0 0.0
H -1.639679 5.510348 3.082302 0.0 0.0 0.0
H -1.460938 3.120950 3.655202 0.0 0.0 0.0
H -1.839031 1.400746 1.916924 0.0 0.0 0.0
C 4.572602 -4.098763 1.274477 -0.3 0.1 0.2
N 3.656817 -4.144180 2.473787 0.1 0.4 -0.2
C 4.220035 -3.269766 3.561506 0.1 0.2 -0.3
C 2.191179 -3.777022 2.219199 0.0 -0.1 -0.4
C 1.653992 -4.298449 0.907165 0.1 0.0 -0.2
C 1.636738 -5.686651 0.744851 0.1 0.0 0.0
C 1.242993 -6.281713 -0.438641 0.0 -0.1 0.0
C 0.850684 -5.475757 -1.496567 0.0 0.1 -0.1
C 0.825047 -4.096245 -1.343249 0.1 -0.3 0.2
C 1.204008 -3.476176 -0.143636 0.3 0.2 0.2
H 5.575353 -4.331589 1.623542 0.0 -0.1 0.0
H 4.551499 -3.088333 0.882763 -0.1 0.3 -0.1
H 4.242237 -4.826212 0.536281 0.0 0.1 0.1
H 3.653978 -5.100342 2.807174 0.0 -0.2 0.1
H 4.439565 -2.283887 3.112919 -0.3 -0.3 0.1
H 5.149457 -3.714153 3.915153 -0.1 0.0 0.0
H 3.497824 -3.206378 4.376661 0.1 0.1 -0.1
H 2.138312 -2.703836 2.253364 0.1 0.5 -0.1
H 1.651074 -4.206806 3.062910 0.0 0.0 0.1
H 1.959456 -6.319372 1.569913 -0.1 0.0 0.0
H 1.245135 -7.360937 -0.537925 0.0 0.1 0.0
H 0.557764 -5.921638 -2.442066 0.0 0.0 0.1
H 0.509634 -3.490549 -2.181493 0.0 0.1 0.0
Br 1.245708 3.749926 5.123521 0.0 0.0 0.0
C 1.953870 2.555049 3.827626 0.1 0.0 0.0
C 1.216982 1.458893 3.437359 0.0 -0.2 -0.1
C 1.713411 0.637653 2.418834 0.1 0.2 0.1
C 2.934598 0.881485 1.786355 0.0 -0.4 0.0
C 3.697344 1.936494 2.300833 -0.1 0.1 0.0
C 3.209521 2.788462 3.284655 0.1 -0.1 -0.1
C 3.588271 -0.076276 0.698973 0.8 -0.2 0.3
O 4.823879 -0.396384 1.078779 -1.0 0.1 -0.2
O 2.788123 -1.290776 0.580720 0.3 0.1 0.2
H 0.272452 1.231697 3.922365 0.1 0.0 -0.1
H 1.136209 -0.234958 2.157901 -0.1 -0.2 -0.1
H 4.714836 2.059655 1.955584 0.0 0.0 0.0
H 3.808675 3.618740 3.640882 0.0 -0.1 0.0
N -0.923000 -1.823925 -0.661628 -0.2 -0.1 0.2
C -1.857801 -2.506269 -0.666241 -0.6 -0.3 -0.2
N -2.947431 -3.225730 -0.721351 0.1 0.1 0.0
C -3.330248 -3.982885 -1.931554 0.1 0.1 0.2
C -4.793342 -3.712146 -2.212829 -0.1 0.0 0.2
O -5.588717 -4.009646 -1.075161 0.1 0.1 0.0
C -5.250536 -3.194920 0.038462 0.0 0.0 -0.2
C -3.813068 -3.430019 0.457303 0.1 0.1 -0.2
H -3.175038 -5.046470 -1.747747 0.1 -0.1 0.0
H -2.703835 -3.668445 -2.763946 0.0 0.0 0.0
H -5.140452 -4.353111 -3.019532 -0.1 0.0 0.0
H -4.926659 -2.663988 -2.499404 0.0 0.1 0.0
H -5.919496 -3.473570 0.847973 -0.1 0.0 0.0
H -5.399280 -2.136015 -0.207257 0.0 0.0 0.0
H -3.690386 -4.452803 0.814384 0.1 -0.1 0.0
H -3.516125 -2.738861 1.243412 0.0 0.0 0.0


Entry 4:
62
Properties=species:S:1:pos:R:3:forces:R:3 method="wB97M-V/def2-TZVPD" e_lumo_ev=1.97 energy_ha=-1640.60333 homo_ev=-4.627 charge=-1
C -7.592891 -2.558868 -0.614127 -0.1 0.1 0.1
C -6.280011 -2.970026 -1.277510 0.1 0.1 0.0
C -6.502880 -3.371234 -2.734693 0.0 -0.2 0.2
I -4.662258 -4.312112 -3.437959 0.1 0.0 0.0
Al -7.087642 -1.926303 -4.045919 -0.2 0.0 0.0
N -5.819235 -0.559141 -3.932265 0.0 0.3 0.1
H -7.453762 -2.398118 0.459068 0.0 0.0 0.0
H -8.362141 -3.325426 -0.745965 0.1 0.0 0.0
H -7.994681 -1.641622 -1.047489 0.0 0.0 0.0
H -5.573199 -2.131470 -1.239092 0.0 0.0 0.0
H -5.810110 -3.768953 -0.691163 -0.1 -0.1 -0.1
H -7.176526 -4.233745 -2.752524 0.0 0.1 0.0
H -8.569769 -1.426219 -3.520684 0.0 -0.1 0.0
H -7.193245 -2.539177 -5.548333 0.0 0.1 0.1
H -6.076974 0.265634 -4.468417 0.1 -0.1 -0.1
H -5.692467 -0.200279 -2.988837 0.0 -0.1 0.0
C -2.343830 -0.158114 -5.267584 -0.1 0.0 0.1
O -1.658673 -0.199112 -4.028422 0.1 -0.1 -0.1
C -2.098804 -1.290978 -3.237500 -0.1 0.0 0.0
C -1.093222 -1.598059 -2.156365 -0.1 0.0 -0.1
O 0.103043 -2.201483 -2.648241 0.0 0.1 0.1
C 1.095433 -1.294823 -3.078850 0.1 0.0 0.1
C 2.085366 -0.949794 -1.986248 0.1 -0.1 -0.1
O 1.504130 -0.067097 -1.047640 -0.1 0.0 0.0
C 2.207124 -0.019718 0.165210 0.1 0.0 0.0
H -3.427212 -0.127795 -5.119027 0.0 0.0 0.0
H -2.000610 0.731398 -5.795617 0.0 0.0 0.0
H -2.112853 -1.048036 -5.866899 0.0 0.0 0.0
H -2.261105 -2.175758 -3.861511 0.1 0.0 0.0
H -3.067023 -1.062656 -2.774468 0.0 0.0 -0.1
H -1.545501 -2.333555 -1.488637 0.0 0.0 0.0
H -0.855125 -0.695412 -1.587937 0.0 0.0 0.0
H 0.649106 -0.385257 -3.486975 0.0 0.0 0.0
H 1.655282 -1.799093 -3.871805 0.0 0.0 -0.1
H 2.975052 -0.488606 -2.442504 0.0 0.0 0.1
H 2.402761 -1.873271 -1.483818 0.0 0.0 0.0
H 2.293185 -1.013612 0.620218 0.0 0.0 0.0
H 1.650702 0.629611 0.839434 0.0 0.0 0.0
H 3.220350 0.385826 0.040325 0.0 0.0 0.0
C 1.254787 1.421839 3.961813 -0.1 -0.1 -0.1
O 2.629781 1.700533 3.835188 0.0 0.0 0.1
C 2.872755 2.902978 3.136847 0.0 0.1 -0.1
C 4.317031 3.316180 3.302066 -0.1 0.0 0.0
O 4.604085 3.803518 4.603894 0.0 0.0 0.0
C 5.007825 2.818662 5.538522 0.1 0.0 0.0
C 6.505582 2.610002 5.556802 0.0 0.0 0.1
O 6.914593 1.903652 4.405228 0.0 0.1 -0.1
C 8.305268 1.953505 4.204995 0.1 0.0 0.0
H 0.780406 1.284191 2.983243 0.0 0.0 0.0
H 1.158406 0.499303 4.530328 0.0 0.0 0.0
H 0.729147 2.229023 4.484387 0.0 0.0 0.0
H 2.216752 3.698478 3.514425 0.0 0.0 0.0
H 2.664418 2.776647 2.063956 0.0 0.0 0.0
H 4.505972 4.145854 2.617738 0.1 0.0 0.0
H 4.977215 2.485928 3.042312 0.0 0.0 0.0
H 4.498181 1.870597 5.353813 0.0 0.0 0.0
H 4.714065 3.191748 6.522325 -0.1 0.0 0.0
H 6.773289 2.051588 6.466579 0.1 0.0 0.0
H 7.008697 3.585277 5.598989 0.0 0.0 0.0
H 8.657334 2.987560 4.112086 0.0 0.0 0.0
H 8.523338 1.415582 3.284643 0.0 0.0 0.0
H 8.851288 1.479808 5.030593 0.0 0.0 0.0


Entry 5:
53
Properties=species:S:1:pos:R:3:forces:R:3 method="wB97M-V/def2-TZVPD" e_lumo_ev=0.41 energy_ha=-2112.72759 homo_ev=-8.639 e_above_lowest_kcal_mol=49.1 smiles="CCOc1ccc(N(CC(=O)NCc2cccs2)S(=O)(=O)c2c(C)noc2C)cc1"
C -4.286793 -2.944981 1.737635 0.4 0.0 0.1
C -3.062043 -2.894972 2.646136 -0.4 0.0 0.1
O -1.843023 -2.867902 1.926759 0.2 0.0 -0.2
C -1.396855 -1.703783 1.390919 0.2 0.2 -0.1
C -0.174822 -1.782833 0.716710 -0.1 0.0 0.1
C 0.386863 -0.661881 0.148266 -0.3 -0.1 0.0
C -0.244763 0.575206 0.252453 -0.3 -0.7 0.3
N 0.409461 1.700394 -0.321574 0.9 0.3 0.5
C -0.441859 2.690304 -0.964334 -0.3 0.5 -0.1
C -1.343974 2.007881 -1.990253 0.4 0.1 0.1
O -2.524045 2.251281 -2.100090 -0.3 0.1 0.1
N -0.676553 1.130797 -2.768381 0.3 -0.1 -0.3
C -1.366986 0.185389 -3.624959 -0.1 0.1 0.0
C -1.510679 -1.138353 -2.948179 0.2 -0.3 -0.1
C -2.548825 -1.587789 -2.193764 0.1 0.2 -0.2
C -2.326069 -2.875888 -1.657613 0.1 -0.2 0.0
C -1.115700 -3.381241 -1.998874 0.3 0.1 -0.2
S -0.219421 -2.296044 -2.983062 -0.6 0.1 0.1
S 1.433517 2.475088 0.789784 0.6 -0.4 -0.1
O 2.224783 3.395940 0.028178 0.0 0.0 -0.2
O 0.677206 2.986452 1.894637 -0.1 -0.2 0.0
C 2.469246 1.163526 1.351374 0.2 0.2 -0.3
C 2.331331 0.346196 2.512642 0.3 0.0 -0.3
C 1.237262 0.376773 3.507410 0.0 -0.1 0.2
N 3.338781 -0.478948 2.584512 -0.8 -0.3 1.2
O 4.147168 -0.247329 1.516773 0.3 0.6 -1.0
C 3.638101 0.738013 0.772515 -0.5 0.4 0.1
C 4.338994 1.178282 -0.451664 0.1 -0.1 0.1
C -1.458165 0.656867 0.916607 0.3 0.1 -0.1
C -2.036016 -0.470654 1.474089 -0.2 -0.3 0.2
H -5.189132 -2.961793 2.342658 -0.1 0.0 0.0
H -4.258315 -3.844830 1.128300 0.0 -0.1 -0.1
H -4.318914 -2.080679 1.078837 -0.1 0.1 -0.1
H -3.004790 -3.811997 3.239388 0.0 0.2 0.0
H -3.121138 -2.043609 3.334540 0.1 -0.1 0.0
H 0.313647 -2.741532 0.652369 0.1 -0.1 0.0
H 1.321367 -0.738684 -0.386709 0.1 0.0 0.0
H 0.227562 3.400067 -1.458006 -0.2 0.0 -0.1
H -1.061902 3.245072 -0.250848 -0.1 -0.1 -0.2
H 0.277569 0.918372 -2.516997 -0.1 0.0 0.1
H -2.354529 0.609378 -3.823897 0.2 -0.1 -0.1
H -0.811717 0.085118 -4.561592 -0.2 0.1 0.0
H -3.445429 -1.015861 -2.036356 -0.2 0.2 0.0
H -3.037773 -3.402612 -1.049407 -0.1 -0.1 0.1
H -0.687805 -4.327879 -1.736256 0.0 -0.2 0.1
H 1.611238 0.061447 4.477199 0.0 0.0 0.1
H 0.447972 -0.308619 3.199870 -0.1 0.0 0.0
H 0.823264 1.380417 3.558953 0.0 -0.1 0.1
H 3.958434 2.154864 -0.738788 0.1 0.0 0.0
H 4.167100 0.468388 -1.260501 0.0 0.0 -0.1
H 5.410048 1.226061 -0.268547 0.1 0.0 0.0
H -1.965253 1.603521 1.005845 -0.1 0.1 0.0
H -2.982743 -0.362961 1.978218 -0.1 0.0 0.0


Entry 6:
15
Properties=species:S:1:pos:R:3:forces:R:3 method="wB97M-V/def2-TZVPD" e_lumo_ev=0.49 energy_ha=-868.22366 homo_ev=-7.715 e_above_lowest_kcal_mol=82.5
C 2.556092 0.600651 -0.778075 -1.9 1.3 -2.7
C 1.219867 0.887072 -0.301858 3.7 -0.9 -2.6
C -1.322781 0.749086 0.260131 4.6 1.9 -1.8
C -2.059280 -1.483413 0.363048 -2.1 -0.1 -0.3
N 1.085908 0.310718 0.875728 -1.6 -0.4 2.0
N 1.997952 -0.384966 1.353458 2.1 -0.8 0.2
N 0.164529 1.523226 -0.827837 -3.9 0.2 2.1
O -1.604318 1.401643 1.167293 -1.6 0.1 0.7
O -1.339024 -0.413846 -0.242457 -0.6 -0.4 -1.2
S 3.381649 -0.396941 0.263856 -1.2 0.2 0.9
H 2.860962 0.841475 -1.858024 -0.2 -0.3 2.0
H -1.336360 -2.130245 0.773514 0.7 -0.9 0.5
H -2.719306 -1.993272 -0.384065 1.0 0.5 0.3
H -2.735573 -1.098793 1.114144 0.1 0.1 0.4
H -0.150312 1.587601 -1.778858 0.9 -0.4 -0.3